Density functional theory data (ωB97M-V with the def2-TZVPD basis set) for a 13-piece molecular cluster, C70H142F18N7O14 overall.

Atoms and positions in Å:
C -5.01978 -1.89578 4.21256
C -6.52684 -1.70481 4.05914
O -7.30563 -2.25534 4.79360
N -6.96797 -0.73458 2.97590
H -6.19085 -0.35121 2.45703
H -7.38645 -1.30474 2.25486
C -8.07240 0.32175 3.38696
H -4.40228 -1.01425 4.04023
H -4.74346 -2.64223 3.46788
H -4.83676 -2.16560 5.25266
H -9.07485 -0.09755 3.30109
H -8.06560 1.14241 2.66962
H -7.92364 0.69464 4.40033
C 4.55989 -3.27056 -1.07305
C 5.38699 -2.03252 -0.77116
O 4.97769 -0.92125 -1.01149
N 6.79706 -2.30097 -0.20640
H 6.74752 -3.15726 0.32690
H 7.42532 -2.47695 -0.97739
C 7.45297 -1.18076 0.72550
H 4.25606 -3.69325 -0.11539
H 5.26739 -3.80986 -1.70289
H 3.61035 -3.04585 -1.55883
H 7.55616 -0.40988 -0.03817
H 8.28798 -1.63747 1.25678
H 6.78200 -0.78460 1.48771
C 2.54154 2.05017 4.36495
C 3.26372 2.93096 3.34898
C 2.77327 4.41856 3.45239
N 3.78111 5.61844 3.10743
C 4.97088 5.49453 4.07399
C 3.13889 7.00791 3.24125
C 2.48913 7.28612 1.86337
C 3.00799 6.27007 0.88862
C 4.14912 5.57685 1.62394
H 1.46315 2.08899 4.21111
H 2.84869 2.34520 5.36830
H 2.82622 0.99883 4.32326
H 3.38644 2.48548 2.36177
H 4.28690 2.86732 3.71933
H 2.37259 4.54246 4.45848
H 1.90231 4.58595 2.81875
H 5.65386 6.34039 3.99543
H 5.51755 4.55821 3.96199
H 4.52853 5.48136 5.07011
H 3.96655 7.68119 3.46437
H 2.46981 7.00930 4.10173
H 2.78157 8.26838 1.49223
H 1.40736 7.17236 1.93352
H 3.34622 6.79550 -0.00448
H 2.16510 5.60060 0.71702
H 5.06427 6.15653 1.50327
H 4.33976 4.55396 1.29918
C -9.59686 -1.98046 -4.20560
C -8.06788 -2.30102 -4.09717
C -7.75265 -3.12949 -2.84944
N -6.20334 -3.02766 -2.52202
C -5.23798 -3.15535 -3.73554
C -5.86319 -4.09961 -1.48531
C -4.63384 -3.62479 -0.67337
C -4.79684 -2.11672 -0.57954
C -5.93819 -1.81333 -1.58133
H -9.51255 -1.46456 -5.16207
H -10.00892 -1.29170 -3.46809
H -10.17481 -2.90183 -4.27731
H -7.51230 -1.36708 -4.01236
H -7.80376 -2.96104 -4.92343
H -7.80003 -4.18092 -3.13290
H -8.25345 -2.83650 -1.92670
H -4.25398 -3.50121 -3.41897
H -5.07203 -2.27276 -4.35327
H -5.74431 -3.88095 -4.37211
H -6.00594 -5.11409 -1.85752
H -6.76211 -4.13656 -0.86995
H -3.73122 -3.91595 -1.21059
H -4.66516 -4.17701 0.26587
H -3.97509 -1.46018 -0.86553
H -5.16301 -1.81989 0.40326
H -5.85870 -0.90929 -2.18507
H -6.89151 -1.67601 -1.07102
C 2.59145 1.77622 -0.55106
C 1.19860 1.08121 -0.47602
C 0.84630 0.97845 1.00624
N -0.50832 0.35455 1.20875
C -1.66196 0.95219 0.37163
C -0.90251 0.58376 2.69239
C -1.78182 -0.63711 3.03732
C -0.91790 -1.76069 2.42678
C -0.58401 -1.17245 1.03818
H 2.58852 2.81212 -0.21192
H 2.99147 1.71727 -1.56329
H 3.19835 1.14796 0.10089
H 1.15482 0.11836 -0.98504
H 0.55678 1.80365 -0.98025
H 0.85021 1.97848 1.43986
H 1.54675 0.34056 1.54529
H -1.50297 0.78157 -0.69312
H -1.58228 2.02224 0.56334
H -2.65315 0.61934 0.67963
H -1.18812 1.60558 2.94222
H 0.00905 0.50952 3.28538
H -2.70047 -0.50130 2.46659
H -1.94198 -0.76070 4.10838
H -1.31089 -2.77733 2.41707
H 0.00907 -1.94045 2.97131
H -1.33769 -1.49526 0.31994
H 0.35721 -1.51943 0.61178
C 1.44790 -5.00812 1.70023
C 0.54310 -4.74597 0.49912
C -0.94176 -4.98910 0.79321
N -1.41016 -6.38789 0.26645
C -1.39514 -6.26829 -1.27182
C -2.83176 -6.71041 0.78999
C -2.76944 -8.09204 1.49642
C -1.53453 -8.73588 0.96171
C -0.56139 -7.50931 0.89404
H 1.26290 -5.94427 2.22701
H 1.24132 -4.25244 2.45810
H 2.52263 -5.05467 1.52451
H 0.92199 -5.36200 -0.31638
H 0.63646 -3.71305 0.16376
H -1.51811 -4.21552 0.28577
H -1.10542 -4.97613 1.87077
H -1.93218 -7.10359 -1.72122
H -0.43414 -6.24890 -1.78584
H -2.03836 -5.45749 -1.61382
H -3.69373 -6.60187 0.13172
H -3.11005 -5.99461 1.56348
H -3.66723 -8.65047 1.23144
H -2.64657 -7.95988 2.57138
H -1.85657 -9.05118 -0.03076
H -1.27269 -9.61458 1.55114
H 0.38517 -7.53875 0.35436
H -0.26759 -7.09009 1.85635
C 2.82658 1.90333 -4.36205
C 2.92606 2.37529 -5.88193
C 2.17057 3.75006 -6.18033
N 2.28715 4.07162 -7.73634
C 3.73908 4.21210 -8.27311
C 1.53574 5.45002 -7.80883
C 0.44379 5.29485 -8.86096
C 0.76438 4.03571 -9.64639
C 1.48150 3.09817 -8.66290
H 1.76235 1.88271 -4.12735
H 3.27275 2.59071 -3.64335
H 3.24737 0.89819 -4.38925
H 2.61948 1.58620 -6.56856
H 3.99221 2.37281 -6.10868
H 2.54267 4.59971 -5.60784
H 1.10737 3.59475 -5.99708
H 4.30945 4.87766 -7.62517
H 3.60800 4.52040 -9.31035
H 4.09623 3.19534 -8.10959
H 2.22096 6.24667 -8.09850
H 1.14523 5.65896 -6.81286
H 0.08159 6.10217 -9.49747
H -0.44652 5.08138 -8.26945
H 1.43645 4.28783 -10.46666
H -0.08179 3.54033 -10.12250
H 2.18325 2.34794 -9.02731
H 0.77015 2.50195 -8.09140
C -1.33015 -1.62766 -2.77617
O -2.09603 -1.27962 -3.84554
O -1.53007 -2.96993 -2.36936
C 0.15482 -1.18042 -3.09314
F 0.51649 -1.32960 -4.32063
F 0.24759 0.13546 -2.94060
F 0.99322 -1.77095 -2.27196
C -2.66268 -0.02218 -3.90276
C -3.25963 0.01893 -5.28212
H -3.72866 0.98498 -5.46882
H -2.48098 -0.06459 -6.04030
H -3.90288 -0.85057 -5.41736
H -2.01870 0.85540 -3.84591
H -3.53039 0.14410 -3.26439
H -1.66458 -1.01059 -1.94221
C 7.78796 4.05355 1.74748
O 6.91029 4.37636 0.65537
O 7.91470 5.26302 2.44811
C 7.53977 2.63973 2.42080
F 7.01302 2.79308 3.58074
F 6.73012 1.94396 1.71195
F 8.65098 1.84462 2.65608
C 7.01684 3.64853 -0.59114
C 5.67029 3.14280 -1.09527
H 5.06535 4.01795 -1.33246
H 5.72690 2.49953 -1.97339
H 5.10298 2.54940 -0.37824
H 7.69195 2.79404 -0.54450
H 7.49744 4.38025 -1.24052
H 8.71085 3.97582 1.17273
C -4.46840 2.18812 2.79977
O -3.23383 2.67947 2.14594
O -4.80520 0.96828 2.08907
C -4.37327 2.12717 4.35508
F -3.22796 1.72245 4.91597
F -4.45674 3.38139 4.80665
F -5.32406 1.45242 4.95690
C -3.05971 4.06707 2.05095
C -1.64008 4.44492 1.81407
H -0.93068 3.78466 2.31299
H -1.50910 4.43865 0.73199
H -1.36967 5.43943 2.16895
H -3.20332 4.59132 2.99575
H -3.81518 4.47985 1.38238
H -5.29292 2.86726 2.58289
C -1.06254 -5.09361 5.20508
O -0.10083 -4.77699 6.21066
O -0.75683 -6.37523 4.81127
C -2.49332 -4.53090 5.68506
F -2.50396 -3.15479 5.94527
F -3.43008 -4.67819 4.76698
F -2.98493 -5.16620 6.82376
C 0.55475 -3.52506 6.19870
C 1.00644 -3.21065 7.60837
H 1.64016 -3.99426 8.02365
H 1.52340 -2.27717 7.83078
H 0.20281 -3.11952 8.33910
H 0.01704 -2.71131 5.71209
H 1.48277 -3.54911 5.62747
H -0.80827 -4.49273 4.33193
C -0.75881 5.11299 -3.52578
O -2.01281 4.57979 -3.27949
O -0.87202 5.49133 -4.83061
C -0.32072 6.12464 -2.36948
F -1.24902 7.11249 -2.04948
F 0.01486 5.51985 -1.21246
F 0.81653 6.73829 -2.64269
C -2.10003 3.48806 -2.31364
C -3.59674 3.16552 -2.04395
H -4.20429 4.06361 -1.93255
H -3.97799 2.68889 -2.94704
H -3.91359 2.47809 -1.25964
H -1.59302 3.67492 -1.36700
H -1.60090 2.54822 -2.54962
H -0.04635 4.28814 -3.53648
C 5.65486 -4.50086 2.45489
O 5.23084 -3.12658 2.25525
O 6.58838 -4.74794 1.40071
C 6.04095 -4.78026 3.94969
F 6.67284 -3.78204 4.51741
F 5.03113 -5.03817 4.75292
F 6.84461 -5.85519 3.98317
C 4.13991 -2.67609 3.12273
C 3.41997 -1.56598 2.35951
H 4.06219 -0.69823 2.20895
H 3.05415 -2.01174 1.43455
H 2.62714 -1.14285 2.97633
H 4.56321 -2.37940 4.08236
H 3.34406 -3.40893 3.25567
H 4.73281 -5.05359 2.27486

Atomic forces in eV per Å
-0.650 0.713 -0.176
0.919 -0.567 2.470
0.243 1.329 -1.946
-2.629 -0.177 0.627
1.855 2.029 0.224
-0.689 -0.486 -0.126
0.431 -0.327 -0.477
-0.468 0.256 -0.448
0.339 -0.333 0.328
-0.068 -0.675 -0.327
0.360 -0.575 0.188
0.633 -0.104 0.056
0.386 -0.275 -0.218
0.813 0.887 0.531
-1.805 1.417 -0.438
1.643 -1.117 0.833
-0.780 2.088 0.946
-0.306 -2.252 1.546
0.295 0.043 -0.327
-1.470 -0.519 -1.547
0.836 -0.754 0.008
-0.586 -1.115 0.224
0.460 0.496 -0.435
1.030 0.272 0.650
0.212 0.181 -0.693
-0.460 -0.583 -0.316
-0.340 -0.105 -0.273
1.525 0.648 0.714
0.088 0.234 -0.780
-0.029 -1.474 0.548
-0.642 -0.080 0.053
0.138 -0.751 -0.300
-0.206 0.775 1.109
0.038 -0.719 0.428
0.209 -0.008 -0.041
-0.168 0.075 0.423
-0.494 0.250 0.075
0.159 0.001 -0.437
-0.703 0.359 -0.270
0.305 0.425 -0.147
0.542 0.452 0.185
0.079 0.030 -0.318
-0.069 -0.216 -0.443
-0.022 0.323 -0.527
-0.084 0.159 0.053
-0.058 -0.038 -0.128
-0.069 -0.059 -0.140
-0.432 0.182 0.453
0.027 0.548 0.014
-0.079 -0.640 -0.172
0.350 -0.252 -0.726
0.230 -0.277 0.223
0.179 0.101 0.240
1.690 0.002 -0.876
-1.177 -0.494 1.987
2.519 0.010 -1.017
0.939 0.420 1.535
-1.026 -0.389 0.291
-1.286 -0.017 0.186
-0.240 -1.272 -1.107
-1.103 0.571 -0.818
-0.924 0.410 -0.918
-1.234 0.041 -0.146
0.258 -0.187 0.124
-0.118 0.223 -0.088
0.095 -0.034 -0.580
0.225 0.738 -0.344
-0.726 -0.102 0.538
-0.099 -0.279 -0.242
-0.076 0.001 0.299
-0.466 0.385 0.636
0.342 -0.221 0.009
1.250 -0.034 -0.747
-0.033 0.695 0.604
0.275 0.294 0.055
0.163 0.300 0.168
0.492 -0.652 0.273
0.238 0.134 0.019
0.537 -0.114 -0.073
0.043 -0.196 0.172
-0.440 -1.628 0.070
0.698 1.548 0.396
-0.552 -0.422 -1.410
-2.429 -0.189 1.048
1.367 1.032 -0.010
0.747 -0.879 0.655
0.906 0.367 -0.518
0.493 0.401 -0.238
0.683 -0.694 0.238
-0.163 -0.050 0.037
0.029 0.081 0.149
0.736 0.367 -0.060
0.273 0.266 0.258
-0.613 -0.403 0.005
-0.252 -0.045 0.199
0.048 0.027 0.030
0.213 -0.286 0.142
-0.300 -0.080 -0.174
0.285 -0.167 0.395
-0.928 -0.196 -0.851
0.410 -0.473 -0.241
-0.418 -0.250 0.398
-0.129 0.154 -0.129
-0.668 0.266 -0.383
0.138 0.525 0.364
-0.161 0.670 -0.161
0.124 0.108 0.190
-0.149 0.027 0.890
0.582 -0.402 0.138
0.479 -0.850 -0.367
-0.711 1.202 -0.577
-1.209 -1.155 -0.161
-0.233 0.170 1.525
-0.491 0.905 0.050
0.387 0.736 -0.756
-0.117 -0.012 -0.400
-0.302 -0.067 -0.130
0.212 0.133 0.165
-0.031 0.435 -0.463
-0.352 0.091 -0.297
0.087 -0.028 -0.098
-0.338 -0.317 -0.108
-0.196 -0.196 0.054
0.188 -0.615 0.491
0.145 0.346 0.805
0.573 0.685 0.524
0.789 -0.242 -1.063
0.625 0.339 0.075
0.035 -0.097 0.384
-0.392 0.117 0.053
0.853 -0.277 -0.373
0.593 0.345 -0.092
-0.275 -0.557 -0.379
-0.557 -0.535 0.456
-0.976 0.513 -2.124
0.267 1.018 1.075
1.469 -2.804 -1.386
-0.898 1.454 1.039
-2.001 -1.087 1.316
0.472 0.247 -0.922
-1.715 -1.228 0.928
1.075 -0.445 -0.520
0.309 0.620 0.781
-0.001 -0.399 0.233
0.434 -0.136 -0.304
-0.008 0.107 0.696
-0.837 -0.053 0.224
0.225 0.818 0.034
0.066 -0.097 -0.223
-0.057 0.394 0.013
-0.243 0.232 -0.308
0.534 -0.055 0.167
0.527 0.204 -0.683
0.422 -0.288 0.182
-0.218 0.045 -0.153
0.954 0.373 0.136
-0.282 -0.123 0.047
0.190 -0.046 -0.113
-0.128 0.103 0.275
0.083 0.385 -0.479
-0.074 0.496 0.478
0.188 -3.306 2.657
-0.516 -0.398 -1.318
0.664 2.373 -0.949
-3.004 -0.630 0.776
0.943 -1.519 -2.438
0.067 1.948 0.914
1.331 -0.484 0.727
-0.932 0.817 -1.567
0.270 0.392 -0.836
-0.483 -0.178 0.025
0.151 -0.123 0.042
-0.336 0.273 -0.139
0.530 -0.260 0.539
0.117 -0.256 1.048
0.271 0.824 0.548
3.092 4.342 -0.380
-2.352 -1.620 -0.919
-1.254 -3.709 0.196
2.617 2.586 -0.100
-1.584 0.255 3.159
-2.137 -2.402 -2.075
-0.341 0.777 -0.768
0.337 0.101 0.924
-0.271 0.618 0.074
-0.289 -0.027 -0.185
0.324 0.177 -0.249
0.367 0.098 0.396
0.265 -0.023 0.405
-0.243 -0.181 -0.622
0.931 -1.041 0.167
-0.373 -2.994 -3.541
-0.870 -0.911 1.601
0.524 1.436 2.405
1.554 1.274 -0.406
0.896 -1.154 -0.624
-0.665 1.291 0.058
-1.398 -1.075 -0.047
-0.888 1.096 2.099
0.820 0.050 -1.767
-0.142 -0.330 -0.065
0.856 -0.041 -0.042
-0.440 0.133 -0.073
-0.951 -0.429 0.528
0.347 0.199 -0.506
0.119 0.686 0.294
2.489 -2.146 -1.233
-0.277 1.157 0.941
-2.719 1.773 0.448
0.686 -1.177 2.053
0.367 -1.202 -0.020
-0.733 -0.264 -1.121
0.741 1.122 -1.345
0.659 0.099 0.219
-0.377 0.226 1.544
0.050 -0.186 -0.356
0.371 0.221 -0.946
-0.597 -0.364 -0.278
-0.703 0.075 0.297
0.300 -0.566 -0.536
-0.357 1.368 -0.550
-0.050 0.117 -3.735
-2.019 -2.536 3.101
1.627 1.220 1.533
-1.002 0.899 -0.566
0.914 -1.346 -0.434
-0.845 -1.038 0.981
0.751 0.950 -1.222
-0.872 0.508 0.906
-0.073 0.294 -1.229
0.277 0.198 0.104
-0.112 0.052 -0.298
0.821 -0.017 0.479
-0.052 0.881 0.250
0.224 -0.095 -1.209
0.956 -0.476 1.124
1.255 -0.045 -3.557
-1.123 0.645 1.324
-1.721 1.100 2.778
1.267 -0.702 -1.774
1.127 1.454 0.382
-1.642 -0.415 0.326
0.081 -0.147 0.061
0.489 0.271 -1.218
0.668 0.316 0.874
0.295 -0.104 -0.564
-0.149 0.395 -0.136
-0.494 -0.355 -0.013
-0.242 0.110 0.060
0.481 -0.709 0.279
-0.305 -0.719 0.246

Computed properties:
E_tot (eV): -162878.6524
Highest occupied orbital energy (eV): -7.48
Net charge: +1
M (g mol⁻¹): 1647.90
Orbital gap (eV): 4.36

These are the Löwdin partial charges, in e, on atoms 1 to 5: number 1, C, carries 0.0296; number 2, C, carries -0.3628; number 3, O, carries 0.1648; number 4, N, carries 0.1109; number 5, H, carries 0.0765